one) Entry from the Open Molecules 2025 dataset: a cluster of 2 separate species, C4H13NO in total (ωB97M-V/def2-TZVPD).

Last column: Löwdin charge in e.
CARTESIAN COORDINATES (ANGSTROEM)
O (-1.5564, -1.2206, 1.7966)  -0.071
H (-0.6858, -1.4008, -1.8523)  0.062
H (-0.8397, 0.2837, 0.1368)  0.079
H (0.7097, -2.3294, -2.0699)  0.059
H (-2.1274, -1.8021, 2.3128)  0.045
C (0.6613, -1.0449, -0.2063)  -0.308
C (0.0864, 2.6942, 0.0544)  -0.085
H (-0.4817, -2.8407, -0.8303)  0.056
N (0.0717, 0.2866, -0.3221)  -0.116
H (-1.8815, -1.4151, 0.8859)  0.052
H (0.6208, 3.5065, 0.5333)  0.069
H (1.7631, 1.4049, -0.3079)  0.094
C (0.0378, -1.9904, -1.2811)  -0.097
H (0.6929, -1.4104, 0.8737)  0.108
C (0.8641, 1.4025, 0.2434)  -0.273
H (1.7796, -0.9012, -0.4183)  0.119
H (0.1430, 2.9887, -0.9812)  0.063
H (1.1151, 1.1669, 1.2103)  0.079
H (-0.9731, 2.6216, 0.2225)  0.065

Output
Kohn-Sham gap: 0.339 Eh
LUMO: 0.7 eV
M: 91.2 Da
SMILES: CCNCC.O


two) Entry from the Open Molecules 2025 dataset: a cluster of 2 separate species, C4H13NO in total (ωB97M-V/def2-TZVPD).

Last column: Löwdin charge in e.
CARTESIAN COORDINATES (ANGSTROEM)
H (2.0832, 0.7640, -0.4036)  0.101
H (-1.0800, 0.0696, -1.9713)  0.099
H (1.5659, 0.1323, -3.4316)  0.070
C (-0.1459, 0.5949, -2.1857)  -0.295
C (0.9968, 1.6116, 1.2962)  -0.100
H (-3.8896, -3.4055, 5.7752)  0.046
O (-3.5230, -3.9002, 5.0125)  -0.075
H (1.5683, -0.8317, -1.9670)  0.051
N (0.1759, 1.5080, -1.0657)  -0.086
C (0.9119, -0.3867, -2.7081)  -0.115
H (1.7797, 1.1358, 1.9020)  0.069
H (-4.2770, -4.3714, 4.6407)  0.029
C (1.0644, 0.8824, -0.0394)  -0.304
H (0.5627, -0.0796, 0.0914)  0.111
H (-0.3741, 1.2223, -3.0500)  0.100
H (1.2229, 2.6678, 1.2038)  0.067
H (0.5798, -1.1887, -3.3707)  0.066
H (0.6987, 2.2543, -1.5269)  0.096
H (0.0795, 1.3210, 1.7981)  0.069

Output
Kohn-Sham gap: 0.369 Eh
LUMO: 1.1 eV
M: 91.2 Da
SMILES: CCNCC.O


three) Entry from the Open Molecules 2025 dataset: a cluster of 2 separate species, C4H13NO in total (ωB97M-V/def2-TZVPD).

Last column: Löwdin charge in e.
CARTESIAN COORDINATES (ANGSTROEM)
H (-3.1153, 3.7388, 1.3231)  0.063
C (-5.0064, 2.9440, 1.0145)  -0.413
H (2.6225, -1.4148, -1.8500)  0.068
C (3.8855, -3.5586, -0.7359)  -0.125
C (3.7198, -2.1185, -0.2566)  -0.344
C (2.4295, -1.4421, -0.7723)  -0.118
H (3.8811, -1.9760, 0.8137)  0.089
N (-3.5866, 2.9698, 0.8725)  0.013
H (4.2173, -3.5383, -1.7698)  0.070
H (-5.3768, 2.0789, 0.4200)  0.119
H (-5.2586, 2.5962, 2.0414)  0.116
O (-5.7481, 4.0362, 0.6634)  -0.044
H (-5.3809, 4.8954, 0.4871)  0.081
H (2.2450, -0.4562, -0.3546)  0.064
H (4.5578, -4.0285, -0.0089)  0.069
H (4.5862, -1.5149, -0.5733)  0.096
H (1.5819, -2.1153, -0.6348)  0.064
H (2.9697, -4.1472, -0.6141)  0.068
H (-3.2236, 3.0510, -0.0654)  0.065

Output
Kohn-Sham gap: 0.401 Eh
LUMO: 1.0 eV
M: 91.2 Da
SMILES: CCC.NCO


Energy comparison, zero being the most stable, in hartree: one) 0.0032; two) 0.0000; three) 0.0056.


one) Entry from the Open Molecules 2025 dataset: a cluster of 2 separate species, C4H13NO in total (ωB97M-V/def2-TZVPD).

Last column: Löwdin charge in e.
CARTESIAN COORDINATES (ANGSTROEM)
H (1.5558, 1.6727, 1.7352)  0.104
H (2.0031, -0.3846, -0.7368)  0.100
H (-4.5561, 2.7944, -5.1769)  0.037
H (2.1655, -0.0329, 1.7146)  0.100
H (-4.7677, 1.5688, -4.3139)  0.035
C (1.3024, 0.6171, 1.6564)  -0.254
H (-0.5899, -0.0757, 0.8101)  0.101
H (0.5893, -0.7582, -1.4634)  0.094
N (0.6134, 0.4407, 2.9701)  -0.034
H (0.2921, 1.1853, -0.0801)  0.093
C (1.1473, -2.1727, 0.1180)  -0.099
H (2.1810, -2.4934, 0.0784)  0.063
O (-4.9314, 2.5235, -4.3238)  -0.071
H (0.5420, -2.8993, -0.4112)  0.066
H (0.1959, -0.4737, 3.0169)  0.043
C (0.3743, 0.2676, 0.4737)  -0.215
H (-0.0818, 1.1314, 3.2043)  0.053
H (0.9573, -2.1555, 1.1911)  0.062
C (1.0076, -0.7553, -0.4626)  -0.277

Output
Kohn-Sham gap: 0.361 Eh
LUMO: 0.9 eV
M: 91.2 Da
SMILES: CCCCN.O


two) Entry from the Open Molecules 2025 dataset: a cluster of 2 separate species, C4H13NO in total (ωB97M-V/def2-TZVPD).

Last column: Löwdin charge in e.
CARTESIAN COORDINATES (ANGSTROEM)
H (-0.3424, 2.4856, -1.0282)  0.080
O (0.4383, -0.2250, 1.7814)  -0.141
H (0.5110, 0.3325, 0.9196)  0.048
H (-2.6296, -1.5238, 1.2943)  0.067
C (-0.5196, -1.2369, 1.6687)  -0.363
H (1.7283, 1.5990, -0.3670)  0.114
H (-0.2031, -1.9906, 0.9272)  0.098
H (-2.2210, 0.0345, 2.0319)  0.074
C (0.0399, 1.5849, -1.5008)  -0.134
H (0.8261, -1.0358, -1.3728)  0.078
C (-1.9058, -0.7120, 1.3003)  -0.089
H (-0.5613, -1.7374, 2.6452)  0.108
H (-0.7950, 0.9022, -1.6775)  0.073
H (0.4734, 1.8547, -2.4776)  0.078
H (2.3379, -0.6773, -0.4958)  0.080
H (2.1059, -0.0567, -2.1516)  0.074
C (1.6090, -0.2949, -1.2027)  -0.093
H (-1.8843, -0.2467, 0.3171)  0.051
N (0.9923, 0.9437, -0.6116)  -0.206

Output
Kohn-Sham gap: 0.374 Eh
LUMO: 0.9 eV
M: 91.2 Da
SMILES: CCO.CNC


Energy comparison, zero being the most stable, in hartree: one) 0.0023; two) 0.0000.


one) Entry from the Open Molecules 2025 dataset: an isolated molecule of C18H21N3O2S (ωB97M-V/def2-TZVPD).

Last column: Löwdin charge in e.
CARTESIAN COORDINATES (ANGSTROEM)
O (-2.7687, 0.3409, -3.6600)  0.009
C (-3.6433, 2.4713, -2.8620)  -0.058
H (3.9936, -1.3918, 1.1692)  0.111
O (-0.8810, 0.8199, -2.5346)  0.107
H (-3.5807, 1.7067, -4.8931)  0.123
H (2.0717, -2.6105, 0.7673)  0.128
C (1.6718, 0.6141, -0.2359)  -0.036
C (1.6831, 1.1491, 3.6900)  -0.058
H (2.0235, -0.9696, 3.6330)  0.117
H (-3.0046, 2.4811, -1.9822)  0.077
C (-0.0274, -1.7646, 1.9745)  -0.143
C (2.3173, 1.8286, -0.0882)  -0.064
C (-2.9604, 1.7206, -3.9951)  -0.209
S (-2.4431, -1.9063, 0.2388)  0.707
C (2.2649, -0.5554, 0.2234)  -0.212
H (4.0640, 2.8394, 0.6266)  0.102
H (-1.5145, -2.0139, -3.5076)  0.137
H (-1.3464, 0.5781, 1.4915)  0.100
C (0.8555, 2.1637, 3.2365)  -0.157
C (4.1700, 0.7264, 0.9507)  -0.087
N (-0.2015, 1.9484, 2.4723)  0.074
N (0.1728, -1.8466, 0.5385)  -0.106
H (0.6969, 0.5975, -0.6989)  0.092
C (3.5649, 1.8894, 0.5074)  -0.088
C (0.3022, -0.3890, 2.4877)  -0.192
C (1.5596, -1.8898, 0.1187)  -0.094
H (-1.9867, 2.1689, -4.2185)  0.121
C (-1.6720, -1.4473, -2.5853)  -0.129
H (-1.0769, -1.9997, 2.1739)  0.059
C (-0.8792, -1.7885, -0.3071)  -0.778
H (-4.5848, 1.9909, -2.6077)  0.081
C (-1.7192, 0.0396, -2.9095)  -0.476
H (1.8360, 2.7286, -0.4383)  0.111
C (1.3985, -0.1501, 3.3049)  -0.034
H (1.6239, -2.2833, -0.9000)  0.130
H (-3.8363, 3.4954, -3.1679)  0.078
C (3.5209, -0.4871, 0.8123)  -0.058
H (1.0397, 3.1972, 3.4988)  0.102
H (0.2577, -1.2834, -1.9081)  0.119
C (-0.4698, 0.7087, 2.1125)  -0.109
H (0.6047, -2.5140, 2.4614)  0.129
H (2.5305, 1.3680, 4.3211)  0.102
N (-0.6147, -1.7253, -1.6472)  0.004
H (-2.6254, -1.7499, -2.1406)  0.063
H (5.1452, 0.7633, 1.4135)  0.102

Output
Kohn-Sham gap: 0.326 Eh
LUMO: 0.7 eV
M: 343.5 Da
SMILES: CCOC(=O)CNC(=S)N(Cc1ccccc1)Cc1cccnc1


two) Entry from the Open Molecules 2025 dataset: an isolated molecule of C18H21N3O2S (ωB97M-V/def2-TZVPD).

Last column: Löwdin charge in e.
CARTESIAN COORDINATES (ANGSTROEM)
H (2.2424, -1.6133, -1.6951)  0.111
H (4.4555, -1.4006, -2.3935)  0.073
C (4.3013, -2.6619, 0.0694)  -0.062
C (3.9556, 1.0340, 1.7504)  -0.040
C (-5.1031, -2.6130, 1.1951)  -0.396
H (5.1448, -0.7518, 0.5046)  0.116
C (-4.1667, 1.6152, -0.8398)  -0.432
N (-6.2150, -1.3655, -0.3715)  0.045
H (-1.8251, -0.2735, -0.2869)  0.098
H (-6.9826, -3.1953, 0.2914)  0.105
C (4.4562, -1.1691, -0.2328)  -0.386
H (5.1715, 0.1071, -1.8271)  0.083
N (-0.6418, 1.4194, 0.0706)  0.020
C (-2.3928, 2.9221, 0.3943)  -0.020
H (5.2731, -3.1510, 0.0534)  0.077
C (-5.1938, -0.6059, -0.1617)  -0.580
H (3.6636, -3.1457, -0.6659)  0.073
C (2.0868, -0.8279, -0.9706)  -0.030
H (-1.8172, 0.9310, -1.6048)  0.147
O (-4.3404, 2.5290, -1.6110)  0.099
H (-5.8189, 0.7032, -1.5137)  0.165
S (-4.0606, -1.2495, 1.0214)  1.065
C (3.1253, -0.4599, -0.1254)  -0.177
H (3.5712, 1.8389, 2.3709)  0.078
H (4.2806, 0.2234, 2.4018)  0.085
C (-6.1788, -2.4887, 0.3816)  -0.247
C (-1.8106, 0.7947, -0.5149)  -0.104
H (-3.2907, 1.0724, 1.0537)  0.094
C (-2.9958, 1.5487, 0.1164)  -0.220
H (6.0603, -1.4109, -1.6633)  0.077
C (0.6163, 0.7997, -0.0034)  -0.175
O (-0.1191, 3.4194, 1.0856)  0.086
H (0.0823, -0.5319, -1.6141)  0.103
H (-4.8535, -3.3971, 1.8790)  0.058
H (3.8582, -2.8045, 1.0528)  0.082
C (1.6490, 1.1729, 0.8495)  0.038
C (-0.9077, 2.6568, 0.5814)  -0.420
H (-2.5277, 3.5766, -0.4709)  0.135
H (-2.8124, 3.4200, 1.2661)  0.135
H (1.4792, 1.9643, 1.5600)  0.106
H (4.8244, 1.4066, 1.2095)  0.086
C (2.8946, 0.5646, 0.7975)  -0.202
N (-5.0603, 0.5701, -0.8486)  0.129
C (5.0730, -0.9558, -1.6175)  -0.061
C (0.8492, -0.2174, -0.9239)  -0.014

Output
Kohn-Sham gap: 0.319 Eh
LUMO: 0.4 eV
M: 343.5 Da
SMILES: Cc1cc(N2C[C@H](C(=O)Nc3nccs3)CC2=O)ccc1C(C)C


Energy comparison, zero being the most stable, in hartree: one) 0.0278; two) 0.0000.


one) Entry from the Open Molecules 2025 dataset: an isolated molecule of CH4N2O2 (ωB97M-V/def2-TZVPD).

Last column: Löwdin charge in e.
CARTESIAN COORDINATES (ANGSTROEM)
O (2.0964, -0.7531, -0.0413)  -0.005
N (1.2070, 0.1054, -0.1425)  -0.418
H (-1.9636, -0.5956, -0.0583)  0.093
H (-0.9747, 0.9969, -0.9239)  0.147
H (-0.9401, 0.8400, 0.8769)  0.105
C (-1.1689, 0.1637, -0.0372)  -0.099
O (1.4472, 1.3218, 0.0193)  0.049
H (0.2731, -1.5072, 0.3934)  0.204
N (0.0236, -0.5719, -0.0864)  -0.076

Output
Kohn-Sham gap: 0.377 Eh
LUMO: 0.1 eV
M: 76.1 Da
SMILES: CN[N+](=O)[O-]


two) Entry from the Open Molecules 2025 dataset: an isolated molecule of CH4N2O2 (ωB97M-V/def2-TZVPD).

Last column: Löwdin charge in e.
CARTESIAN COORDINATES (ANGSTROEM)
N (-1.3130, 0.5423, 1.2414)  -0.128
C (0.7607, -0.3169, -0.1725)  -0.013
H (1.3594, 0.4062, -0.5671)  0.064
H (0.2670, -2.0035, -1.2649)  0.045
O (1.1069, -1.6766, -0.9607)  -0.072
N (-0.5336, 0.6321, 0.1783)  -0.018
H (1.0932, -0.3885, 0.7998)  0.069
O (-2.1569, 1.4086, 1.2161)  -0.061
H (-0.5837, 1.3962, -0.4704)  0.114

Output
Kohn-Sham gap: 0.375 Eh
LUMO: 0.3 eV
M: 76.1 Da
SMILES: O=NNCO


three) Entry from the Open Molecules 2025 dataset: an isolated molecule of CH4N2O2 (ωB97M-V/def2-TZVPD).

Last column: Löwdin charge in e.
CARTESIAN COORDINATES (ANGSTROEM)
N (-0.5917, 0.5034, -0.5991)  -0.055
O (-0.8024, -1.5720, 0.5186)  0.091
H (-1.6069, 0.6914, -0.4094)  0.166
N (1.0897, -0.2976, 0.6374)  0.089
C (-0.1993, -0.6168, 0.1593)  -0.617
H (1.6847, -1.1385, 0.7837)  0.105
H (0.4297, 2.2160, 0.1071)  0.199
O (0.2412, 1.5641, -0.7581)  -0.126
H (1.6925, 0.5553, 0.2106)  0.146

Output
Kohn-Sham gap: 0.384 Eh
LUMO: 0.4 eV
M: 76.1 Da
SMILES: NC(=O)NO


four) Entry from the Open Molecules 2025 dataset: an isolated molecule of CH4N2O2 (ωB97M-V/def2-TZVPD).

Last column: Löwdin charge in e.
CARTESIAN COORDINATES (ANGSTROEM)
N (1.0410, 0.3875, 0.3735)  0.051
O (2.2454, -0.3677, -0.1946)  -0.175
H (2.8664, 0.0193, 0.6111)  0.156
H (-1.3327, 1.3890, 0.2510)  0.172
O (-2.1571, -0.4800, 0.0754)  -0.066
C (0.1259, 0.0558, -0.4966)  -0.232
N (-1.1743, 0.5133, -0.3967)  -0.049
H (0.3782, -0.6556, -1.1430)  0.082
H (-1.9928, -0.8616, 0.9199)  0.062

Output
Kohn-Sham gap: 0.382 Eh
LUMO: 0.6 eV
M: 76.1 Da
SMILES: O/N=C/NO


Energy comparison, zero being the most stable, in hartree: one) 0.1041; two) 0.0927; three) 0.0000; four) 0.1017.